ORCA calculation (the ωB97M-V functional and the def2-TZVPD basis) on a structure of composition C33H39BBrF4IIrN6O3.

Computed properties:
**ΔE to the lowest compared entry with this formula, charge and spin**: 0.166 eV
**Max |F|**: 0.11 eV/A
**Energy**: -142466.908 eV
**Frontier orbital gap**: 8.4 eV
**Charge**: +1
**E_HOMO**: -10.4 eV

```
89
Properties=species:S:1:pos:R:3:forces:R:3
Ir 0.477 -1.105 -1.504 -0.03 0.03 -0.05
C -4.228 1.314 3.766 0.00 0.00 0.00
O -3.139 1.465 2.863 0.00 0.00 0.00
C -2.975 2.684 2.287 0.01 -0.01 -0.01
C -3.813 3.773 2.482 0.00 0.00 0.00
C -3.535 4.982 1.854 0.00 0.00 0.00
C -2.417 5.120 1.051 0.00 0.00 -0.01
C -1.567 4.037 0.871 0.00 0.00 0.00
C -1.852 2.815 1.459 0.00 0.00 0.01
N -0.997 1.693 1.311 0.01 0.00 -0.02
C -0.652 1.111 0.128 -0.02 0.04 0.00
N -1.137 1.677 -0.983 -0.03 -0.02 0.02
C -0.778 1.448 -2.326 0.04 0.02 0.03
C -0.047 0.355 -2.752 0.00 -0.02 -0.01
C 0.302 0.279 -4.104 0.00 0.00 0.00
C -0.101 1.255 -4.993 -0.01 0.01 0.00
C -0.861 2.341 -4.566 0.01 -0.01 0.00
C -1.194 2.439 -3.230 0.00 0.00 0.00
O -1.910 3.455 -2.668 0.00 0.00 0.00
C -2.450 4.439 -3.540 0.00 0.00 0.00
N 0.153 0.064 0.118 0.07 0.02 0.00
C 0.404 -0.556 1.384 0.03 0.00 -0.01
C 1.617 -0.418 2.033 -0.02 -0.01 0.01
C 1.855 -1.074 3.232 -0.01 0.00 0.01
C 0.860 -1.868 3.781 0.00 0.04 0.00
C -0.369 -2.008 3.150 -0.01 0.04 0.00
C -0.604 -1.352 1.947 -0.01 -0.03 0.03
O -1.756 -1.424 1.241 0.00 0.06 0.01
C -2.898 -1.952 1.902 -0.01 -0.02 0.00
H -5.182 1.454 3.255 0.00 0.00 0.00
H -4.147 2.016 4.598 0.00 0.00 0.00
H -4.168 0.299 4.146 0.00 0.00 0.00
H -4.684 3.690 3.115 0.00 0.00 0.00
H -4.200 5.821 2.009 0.00 0.00 0.00
H -2.191 6.068 0.582 0.00 0.00 0.00
H -0.670 4.140 0.273 0.00 -0.01 0.00
H -0.913 1.100 2.124 0.00 0.00 -0.01
H -1.771 2.453 -0.853 0.01 0.01 0.01
H 0.867 -0.568 -4.469 0.00 -0.01 0.00
H 0.164 1.172 -6.039 0.00 0.00 0.00
H -1.177 3.093 -5.273 0.00 0.00 0.00
H -3.112 3.983 -4.278 0.00 0.00 0.00
H -1.656 4.989 -4.047 0.00 0.00 0.00
H -3.018 5.118 -2.911 0.00 0.00 0.00
H 2.376 0.198 1.574 0.04 0.04 -0.02
H 2.808 -0.969 3.732 0.00 0.00 0.00
H 1.037 -2.391 4.712 0.00 0.00 0.00
H -1.132 -2.639 3.584 0.01 -0.01 0.01
H -3.738 -1.767 1.240 0.00 -0.01 -0.01
H -3.058 -1.442 2.854 -0.01 0.01 0.00
H -2.794 -3.025 2.071 -0.01 0.04 0.02
F -1.356 -4.057 -2.744 0.00 -0.01 0.04
B -1.163 -2.744 -3.003 0.02 -0.01 -0.02
F 0.317 -2.489 -3.120 -0.01 0.00 -0.01
F -1.796 -2.221 -4.063 -0.01 0.00 0.00
F -1.470 -1.955 -1.774 0.01 0.01 0.02
Br 2.271 -5.048 2.905 0.00 -0.03 0.00
C 0.521 -5.151 2.206 0.01 -0.01 0.01
C -0.423 -5.875 2.920 0.01 0.00 -0.01
C -1.716 -5.993 2.435 -0.01 0.01 0.00
C -2.070 -5.390 1.237 0.01 -0.02 0.00
C -1.134 -4.658 0.523 0.02 -0.06 -0.01
C 0.158 -4.540 1.012 0.01 0.01 -0.01
I 1.552 -3.454 -0.107 -0.03 -0.04 -0.03
H -0.135 -6.351 3.846 0.00 0.00 0.00
H -2.443 -6.569 2.993 0.00 0.00 0.00
H -3.073 -5.494 0.846 0.00 0.00 0.00
H -1.405 -4.198 -0.415 0.00 0.03 -0.06
C 2.335 2.165 -1.061 -0.02 -0.02 0.01
N 3.312 1.175 -0.647 -0.03 -0.04 0.03
C 4.253 1.633 0.363 -0.02 0.00 0.04
C 3.457 -0.015 -1.272 0.01 0.03 -0.08
N 2.451 -0.711 -1.768 0.03 0.04 0.09
N 4.724 -0.497 -1.389 0.02 -0.03 0.00
C 5.826 0.386 -1.762 0.01 -0.01 -0.02
C 4.968 -1.909 -1.632 0.00 0.00 0.00
H 2.859 3.074 -1.368 -0.01 0.00 0.00
H 1.668 2.416 -0.234 -0.03 -0.01 0.01
H 1.756 1.792 -1.898 -0.03 -0.02 -0.03
H 3.691 2.075 1.188 -0.01 -0.01 0.00
H 4.931 2.397 -0.024 0.00 0.00 0.02
H 4.836 0.798 0.745 0.00 0.01 0.00
H 2.790 -1.368 -2.462 0.01 0.00 0.01
H 5.465 1.398 -1.916 0.01 -0.02 -0.01
H 6.260 0.037 -2.701 0.00 0.00 0.00
H 6.607 0.393 -1.000 0.00 0.00 0.00
H 4.902 -2.169 -2.695 0.00 0.00 0.00
H 4.267 -2.518 -1.067 0.00 0.00 0.01
H 5.974 -2.148 -1.291 0.00 0.00 0.00
```
Positions in Å, forces in eV/Å.